130
Properties=species:S:1:pos:R:3:forces:R:3:mulliken_charge:R:1 method="wB97M-V/def2-TZVPD" multiplicity=1 gap_ev=9.82 total_charge=0 total_energy_ev=-81669.053 smiles="CCOCC[C@@H](C#N)[C@@](C#N)(COCOCCO)CC(=O)c1ccccc1.c1ccncc1.c1ccncc1.c1ccncc1.c1ccncc1.c1ccncc1.c1ccncc1.c1ccncc1"
C 1.50443 -3.07926 6.11911 0.3995 0.1094 0.0206 -1.283
C 1.52216 -1.72432 5.43170 0.1279 -0.3345 0.4501 -0.345
O 0.23852 -1.15564 5.29116 0.1061 0.4131 -0.5672 -0.258
C -0.49519 -1.62229 4.17348 -0.1545 -0.4330 0.6117 -0.986
C -1.53459 -0.61398 3.75901 -0.2505 -0.0304 -0.5392 -0.360
C -1.06419 0.68555 3.08037 0.7624 -0.4165 0.6137 0.568
C -0.59767 1.61517 4.11215 -0.4083 -0.4476 -0.8186 -0.539
N -0.25842 2.40200 4.85948 0.3949 0.9158 0.9619 -0.678
C 0.05872 0.58824 1.99836 -0.6573 0.7868 -1.1403 3.213
C 1.37978 0.49273 2.58396 -0.5571 -0.1363 0.2879 -0.886
N 2.39762 0.45743 3.09586 1.0383 -0.1307 0.2420 -0.741
C -0.11613 -0.56889 0.98263 0.2014 -0.5015 0.1113 -1.911
O -1.45079 -0.93744 0.75786 0.0872 0.6894 -0.1879 0.492
C -2.04162 -0.47745 -0.45158 -0.5591 -0.1896 0.3093 -1.027
O -2.39270 -1.52726 -1.27394 0.2056 0.1927 -0.0448 -0.484
C -1.27992 -2.26314 -1.76031 -0.3016 -0.3353 -0.0282 0.371
C -1.02246 -3.57800 -0.99978 0.0599 -0.3581 0.2618 -0.495
O -1.92592 -3.77401 0.08087 0.0958 0.1968 0.0250 -0.504
C 0.00089 1.94649 1.19542 -0.0474 0.2070 0.4085 -0.545
C 1.33045 2.45132 0.66474 -0.0093 -0.0979 -0.4920 -1.087
O 1.85188 3.44196 1.10487 0.0717 0.0112 0.1752 -0.566
C 1.93739 1.68325 -0.47879 0.2118 0.0255 0.2658 0.944
C 3.18665 1.08890 -0.31110 0.0322 -0.1224 -0.5991 -0.102
C 3.73727 0.34710 -1.35621 -0.5781 0.3432 0.2485 -0.996
C 3.03794 0.22190 -2.55011 0.1298 -0.0852 -0.1197 -0.466
C 1.80757 0.84306 -2.73043 -0.1864 0.0932 0.3974 -1.221
C 1.24781 1.57231 -1.68565 0.3418 -0.3045 0.3223 0.316
H 0.92277 -3.04097 7.03415 -0.2726 -0.0608 0.0503 0.246
H 2.52522 -3.31352 6.41633 0.1515 -0.1088 -0.0067 0.439
H 1.17382 -3.88673 5.47206 -0.2737 -0.0601 -0.0212 0.311
H 2.04416 -1.81041 4.48026 -0.0856 0.1388 -0.2990 0.318
H 2.09934 -1.03382 6.03844 -0.0142 0.2203 0.0750 0.412
H -1.04675 -2.51682 4.47863 -0.0605 -0.1888 -0.0955 0.585
H 0.16745 -1.93787 3.36701 0.1997 0.1669 -0.1299 0.415
H -2.10403 -0.35514 4.64244 -0.1737 0.2394 0.2639 0.454
H -2.23220 -1.10392 3.08646 -0.0110 -0.1311 -0.1504 -0.240
H -1.89310 1.19843 2.60407 -0.3692 -0.2247 -0.1485 0.646
H 0.37116 -0.26535 0.05983 0.0489 0.0387 -0.1921 0.508
H 0.42545 -1.45203 1.31621 -0.0448 -0.1209 0.2134 0.294
H -2.96906 0.02638 -0.19140 -0.1762 -0.0184 -0.0119 0.179
H -1.39748 0.24800 -0.95868 0.3866 -0.1395 -0.0519 0.620
H -0.37995 -1.64809 -1.75702 0.0806 0.1468 -0.0333 -0.255
H -1.50457 -2.53185 -2.78427 0.0015 0.1242 -0.2493 0.306
H 0.01226 -3.60063 -0.65506 0.1122 0.0853 0.1421 0.343
H -1.12427 -4.42069 -1.68031 -0.0265 0.0021 -0.2869 0.174
H -1.44939 -4.23680 0.77379 -0.0857 -0.0232 0.0259 0.286
H -0.68655 1.83280 0.36114 -0.1600 -0.1634 -0.0974 0.369
H -0.38982 2.74000 1.82598 0.0396 0.0633 0.2030 0.603
H 3.73415 1.18814 0.61094 -0.0630 0.1010 0.2424 0.570
H 4.69558 -0.12363 -1.21234 0.1393 -0.0939 -0.1106 0.498
H 3.46954 -0.35898 -3.35244 -0.0179 0.0071 -0.0992 0.556
H 1.26787 0.76448 -3.66131 0.0679 -0.0644 -0.1627 0.461
H 0.28855 2.06403 -1.76725 -0.1168 -0.0178 -0.2602 0.456
N -5.82773 -2.42660 1.58370 -0.0869 0.1030 0.0251 -0.568
C -4.90511 -1.47397 1.45174 0.1827 -0.1337 0.0065 -0.045
C -5.16841 -0.12366 1.62237 -0.0042 -0.0667 -0.0077 -0.013
C -6.45750 0.26330 1.93985 -0.0989 0.1553 0.0231 -0.649
C -7.43165 -0.71078 2.07606 0.0728 -0.0468 -0.0200 -0.410
C -7.06339 -2.03614 1.88867 0.0298 -0.0729 0.0053 -0.381
H -3.90439 -1.81734 1.20499 -0.0222 -0.0187 -0.0407 0.680
H -4.37829 0.60842 1.51547 0.0074 0.0047 0.0320 0.162
H -6.69464 1.30883 2.08696 -0.0016 -0.0102 0.0140 0.442
H -8.45152 -0.45389 2.32834 -0.0141 -0.0174 -0.0128 0.376
H -7.79355 -2.83208 1.99107 -0.0370 0.0321 0.0077 0.387
N -0.15524 -4.32243 -4.38856 -0.0329 -0.0366 -0.0837 -0.174
C 0.50735 -5.44262 -4.10388 0.0279 0.0685 0.1994 -0.065
C 0.73738 -6.45384 -5.02425 -0.0310 0.0207 -0.0496 -0.623
C 0.24788 -6.29688 -6.31052 0.0098 -0.0300 -0.0257 -0.275
C -0.44656 -5.13916 -6.62300 0.0219 -0.0210 0.0132 -0.548
C -0.61803 -4.18694 -5.63029 -0.0087 0.0755 0.0585 -0.192
H 0.87425 -5.52431 -3.08533 0.0626 -0.0538 -0.0306 0.392
H 1.28671 -7.34006 -4.73706 0.0100 0.0063 0.0219 0.399
H 0.40481 -7.06400 -7.05808 -0.0024 0.0012 -0.0013 0.367
H -0.84662 -4.97562 -7.61405 -0.0083 0.0170 0.0005 0.373
H -1.15268 -3.26526 -5.83468 -0.0130 -0.0191 -0.0448 0.350
N -5.51663 2.21472 4.55149 -0.0093 0.1366 0.0180 -0.169
C -4.58307 3.15770 4.43412 0.0743 -0.1510 -0.0264 -0.008
C -4.82147 4.50833 4.63912 -0.0373 0.0180 -0.0019 -0.838
C -6.10345 4.90445 4.98231 -0.0037 0.0356 0.0076 -0.216
C -7.08836 3.93771 5.10942 0.0270 0.0075 0.0051 -0.637
C -6.74257 2.61371 4.88682 -0.0038 -0.1045 -0.0137 -0.262
H -3.59122 2.80656 4.16824 0.0311 0.0483 0.0539 0.447
H -4.02060 5.22707 4.53467 0.0217 -0.0172 -0.0005 0.455
H -6.33116 5.94915 5.15100 0.0000 -0.0001 -0.0005 0.380
H -8.10210 4.20192 5.37754 -0.0086 -0.0162 0.0042 0.403
H -7.48216 1.82463 4.98105 -0.0313 0.0285 -0.0010 0.477
N 4.25660 3.27457 -4.56172 -0.0315 0.0527 -0.0235 -0.369
C 4.81588 4.08285 -5.46089 0.0230 -0.0966 0.0098 -0.426
C 4.49690 5.42591 -5.59339 -0.0074 0.0511 0.0169 -0.016
C 3.53891 5.95924 -4.74631 -0.0119 0.0265 0.0021 -0.478
C 2.94490 5.13314 -3.80587 0.0192 0.0124 -0.0321 -0.585
C 3.33927 3.80460 -3.75380 0.0746 -0.0507 0.0086 -0.015
H 5.55737 3.62626 -6.10741 0.0067 0.0518 -0.0291 0.392
H 4.98509 6.03158 -6.34483 -0.0045 -0.0519 -0.0474 0.328
H 3.26027 7.00314 -4.81794 0.0013 0.0004 -0.0014 0.378
H 2.19356 5.50811 -3.12406 0.0068 -0.0167 0.0234 0.392
H 2.90492 3.12463 -3.03164 0.0009 0.0839 0.0368 0.460
N -3.09538 0.14881 7.01155 -0.0493 -0.0809 0.0406 -0.199
C -2.31865 -0.78175 7.56535 0.1388 0.0346 -0.0878 -0.111
C -2.72454 -1.59547 8.61331 -0.0558 0.0371 0.0046 -0.840
C -4.00332 -1.42998 9.11866 -0.0189 -0.0270 0.0416 -0.214
C -4.82063 -0.46110 8.55900 0.0357 -0.0217 0.0209 -0.594
C -4.32140 0.29696 7.51105 0.0245 0.1112 -0.1166 -0.048
H -1.32316 -0.87473 7.14121 -0.0207 -0.0275 0.0115 0.558
H -2.05225 -2.33783 9.02124 0.0209 0.0017 -0.0066 0.369
H -4.35692 -2.04402 9.93739 -0.0035 -0.0018 -0.0026 0.379
H -5.82439 -0.29479 8.92548 -0.0096 0.0113 -0.0131 0.377
H -4.92609 1.06453 7.03988 -0.0448 -0.0393 0.0059 0.251
N 2.98969 -6.13731 -1.49507 0.0253 -0.0471 -0.0219 -0.317
C 2.98676 -7.46185 -1.63522 -0.0864 0.0408 0.0010 -0.194
C 4.13791 -8.23253 -1.68688 0.0167 0.0192 -0.0041 -0.555
C 5.36244 -7.59165 -1.59091 0.0376 -0.0193 -0.0015 -0.130
C 5.38434 -6.21428 -1.44640 -0.0144 -0.0338 -0.0004 -0.528
C 4.17491 -5.53760 -1.40303 -0.0771 0.0818 0.0062 -0.196
H 2.00761 -7.92411 -1.70861 0.0206 -0.0438 0.0061 0.433
H 4.07421 -9.30604 -1.79914 -0.0182 -0.0034 -0.0013 0.354
H 6.28483 -8.15680 -1.62778 -0.0002 -0.0003 0.0001 0.370
H 6.31742 -5.67381 -1.36844 -0.0058 0.0192 0.0043 0.356
H 4.14748 -4.45933 -1.28849 0.0468 -0.0006 -0.0058 0.421
N 5.88767 6.67932 -8.82294 -0.0016 0.0976 0.0091 -0.460
C 5.15606 6.91593 -9.90996 -0.0119 -0.1048 0.0252 -0.166
C 5.07364 8.15496 -10.52692 0.0231 0.0148 0.0194 -0.412
C 5.78924 9.20929 -9.98374 -0.0029 0.0394 -0.0201 -0.155
C 6.55525 8.98183 -8.85221 -0.0163 -0.0053 -0.0217 -0.464
C 6.57041 7.70394 -8.31457 0.0176 -0.0839 0.0395 -0.120
H 4.60998 6.06490 -10.30194 -0.0172 0.0272 -0.0319 0.350
H 4.46383 8.28753 -11.40983 -0.0098 -0.0170 -0.0018 0.349
H 5.75086 10.19241 -10.43504 -0.0006 -0.0002 0.0004 0.363
H 7.12925 9.77573 -8.39479 0.0106 -0.0096 0.0144 0.352
H 7.15935 7.48309 -7.43043 0.0128 0.0471 0.0022 0.368